(1)
This record from the OMol25 dataset describes a cluster of 11 separate species, C29H62B5F20N7O5 in total. The level of theory is ωB97M-V/def2-TZVPD.

Summary:
Total energy in eV: -109492.352
Molar mass in g/mol: 1022.9
Largest force on an atom in hartree/bohr: 0.039
HOMO-LUMO gap in eV: 5.87
2S+1: 1
Total charge: +2

Each line ends with the Mulliken charge.
Cartesian coordinates (Å):
C 0.708 -3.150 4.174  -0.8957
C 1.943 -3.198 3.315  0.3122
O 2.027 -2.791 2.209  -0.2243
N 3.097 -4.057 3.814  -0.0263
H 3.053 -4.170 4.830  0.4122
H 3.042 -4.974 3.369  0.3863
C 4.490 -3.486 3.575  -0.7743
H -0.081 -2.833 3.495  0.0362
H 0.858 -2.309 4.866  0.3831
H 0.440 -4.025 4.761  0.4512
H 4.658 -3.558 2.505  0.2698
H 5.244 -4.076 4.094  0.3930
H 4.574 -2.483 3.984  0.3637
C -0.282 7.671 -2.469  -1.0408
C 0.020 6.779 -3.626  0.6879
O 0.117 7.132 -4.755  -0.4716
N 0.353 5.331 -3.311  0.5359
H 0.166 5.134 -2.312  -0.0380
H -0.433 4.868 -3.776  0.3388
C 1.718 4.982 -3.808  -0.2961
H -0.353 8.708 -2.775  0.3529
H 0.505 7.583 -1.715  0.3714
H -1.207 7.347 -1.984  0.2508
H 1.830 5.294 -4.838  0.4428
H 1.874 3.909 -3.746  -0.2877
H 2.465 5.388 -3.130  0.3884
C -2.709 1.871 -1.310  0.0884
C -4.055 1.614 -1.888  0.0438
O -5.010 1.179 -1.340  -0.4619
N -4.330 2.059 -3.331  -0.0708
H -5.240 2.532 -3.276  0.4271
H -3.726 2.782 -3.733  0.3476
C -4.407 0.954 -4.354  -0.8239
H -2.652 2.954 -1.143  0.2679
H -1.845 1.602 -1.919  0.4132
H -2.749 1.323 -0.374  -0.3031
H -3.404 0.602 -4.574  0.3219
H -4.853 1.353 -5.261  0.3807
H -5.060 0.198 -3.927  0.3432
C -7.480 -4.197 5.304  -0.8649
N -6.450 -4.255 4.231  0.0266
C -5.630 -3.192 4.112  -0.3763
C -4.651 -3.198 3.144  -0.6950
C -4.444 -4.351 2.393  0.7614
C -5.265 -5.454 2.588  -0.8413
C -6.266 -5.388 3.538  -0.2851
C -3.450 -4.232 1.305  0.9905
C -2.680 -5.313 0.866  -0.9093
C -1.784 -5.186 -0.176  -0.3709
N -1.531 -3.954 -0.653  0.1874
C -2.230 -2.887 -0.248  -0.6833
C -3.221 -2.989 0.703  -0.9658
C -0.442 -3.703 -1.631  -1.0557
H -8.064 -3.288 5.176  0.3683
H -6.956 -4.160 6.255  0.3683
H -8.152 -5.046 5.236  0.2889
H -5.890 -2.350 4.738  0.5784
H -3.968 -2.364 3.077  0.6419
H -5.136 -6.359 2.012  0.4592
H -6.982 -6.185 3.668  0.3982
H -2.889 -6.309 1.237  0.4937
H -1.232 -6.037 -0.545  0.4204
H -2.051 -1.916 -0.691  0.7930
H -3.793 -2.124 1.021  1.0959
H 0.409 -3.246 -1.138  0.4208
H -0.867 -3.178 -2.482  0.3679
H -0.146 -4.666 -2.052  0.3616
C 5.202 -1.764 -4.617  -1.5655
C 4.596 -1.240 -3.330  0.7819
C 4.985 -1.895 -2.026  -1.0266
O 4.194 -1.264 -1.058  0.1198
C 4.233 -1.739 0.248  -1.1799
N 4.925 0.234 -3.206  0.3896
H 4.875 0.656 -2.265  0.0625
H 5.865 0.353 -3.588  0.4630
H 4.358 0.777 -3.885  -0.1098
H 6.137 -2.304 -4.443  0.4022
H 5.336 -1.035 -5.413  0.4073
H 4.555 -2.529 -5.054  0.3745
H 3.510 -1.209 -3.432  0.1489
H 6.044 -1.706 -1.806  0.3686
H 4.817 -2.980 -2.022  0.4072
H 3.889 -2.787 0.268  0.4346
H 3.664 -1.159 0.970  0.2695
H 5.266 -1.664 0.627  0.4340
C 1.163 0.140 2.595  -1.0144
C 0.860 1.098 1.459  0.1977
C 0.781 0.415 0.093  1.0874
O 0.352 1.338 -0.882  -0.2784
C 1.451 2.069 -1.418  0.2736
N -0.420 1.836 1.647  1.3130
H -1.244 1.230 1.715  -0.4198
H -0.352 2.438 2.478  0.4805
H -0.615 2.405 0.810  -0.0514
H 0.587 -0.780 2.429  -0.2275
H 0.903 0.502 3.590  0.4235
H 2.227 -0.083 2.508  0.2983
H 1.638 1.863 1.468  0.4401
H 0.080 -0.429 0.060  -0.5743
H 1.770 -0.004 -0.137  -0.5959
H 1.095 2.601 -2.296  -0.5361
H 2.267 1.433 -1.770  0.0037
H 1.846 2.742 -0.660  0.3991
B -1.061 5.087 0.165  0.2520
F 0.054 4.755 -0.668  -0.6468
F -0.658 5.707 1.313  -0.3065
F -1.913 5.931 -0.591  -0.3614
F -1.770 3.886 0.453  -0.2495
B -3.240 0.013 2.406  -0.1150
F -2.495 -0.453 1.253  0.1326
F -3.471 1.367 2.362  -0.2331
F -4.512 -0.626 2.365  -0.3376
F -2.485 -0.385 3.507  -0.3766
B 4.955 2.281 -0.262  -0.2197
F 5.556 0.969 -0.312  -0.4312
F 3.875 2.277 0.641  -0.1524
F 5.886 3.222 0.122  -0.2990
F 4.454 2.494 -1.566  -0.0146
B 2.987 2.229 -5.083  0.2186
F 2.817 3.081 -6.183  -0.3617
F 3.714 2.865 -4.079  -0.1749
F 1.744 1.824 -4.557  -0.3317
F 3.737 1.099 -5.534  -0.3739
B 0.306 2.864 4.676  0.1213
F -1.000 2.804 4.094  -0.4024
F 1.219 3.123 3.628  -0.2526
F 0.331 3.891 5.611  -0.3403
F 0.585 1.623 5.277  -0.4148

Forces on the atoms, in the same order (eV/Å):
0.567 1.079 -0.005
-1.351 -0.878 -0.786
0.496 -0.117 0.289
1.334 0.625 1.337
-0.451 -0.306 -0.091
-0.112 -0.069 0.074
0.169 -0.195 -0.449
-0.148 -0.094 0.168
-0.146 -0.050 0.102
0.305 -0.213 -0.150
0.139 0.456 0.017
-0.341 -0.352 0.004
-0.390 0.148 -0.311
-0.055 -0.468 0.384
0.669 1.752 0.064
-0.229 -0.659 -0.084
-1.188 0.674 -0.099
0.614 0.003 0.495
0.663 -0.525 -0.443
0.281 -0.966 0.294
-0.031 -0.062 -0.303
-0.045 -0.142 0.020
0.100 0.043 0.076
-0.016 0.183 0.037
-0.376 0.133 -0.060
-0.161 0.454 -0.087
-0.670 -0.097 -0.598
0.334 -0.107 0.820
0.065 -0.126 -0.446
-0.318 0.929 -1.263
-0.111 -0.311 0.045
0.417 -0.109 0.577
-0.344 0.081 0.339
0.091 -0.044 0.373
-0.110 -0.174 -0.103
0.402 0.260 0.246
0.010 -0.127 0.163
0.001 0.044 0.021
0.154 -0.191 -0.138
-0.030 0.312 -0.194
-0.071 -0.259 0.749
-0.493 -0.141 -0.635
0.462 -0.394 1.091
-0.394 0.630 -0.373
0.131 -0.177 0.124
0.070 0.281 -0.659
0.839 -0.143 -0.350
-0.719 -0.508 -0.495
-0.144 0.418 1.052
0.410 0.274 -0.504
-0.738 0.350 0.346
-0.271 -0.694 0.446
-0.388 -1.220 -0.541
0.050 0.017 -0.024
-0.134 -0.149 0.079
0.156 -0.126 0.017
0.324 0.112 -0.015
-0.289 0.107 0.034
-0.141 -0.012 -0.013
0.048 -0.012 0.232
0.220 0.012 0.115
0.149 0.181 -0.226
0.419 -0.128 -0.068
0.158 0.045 -0.332
-0.102 0.355 -0.095
0.242 0.552 0.235
0.129 -0.003 0.256
0.134 -1.332 -0.083
-0.585 1.306 -0.341
0.231 -0.061 0.441
-1.431 0.608 -0.121
1.437 -0.626 0.252
0.613 -0.171 -0.875
-0.077 0.041 0.153
0.148 0.276 0.480
-0.041 -0.054 0.289
0.177 0.368 0.048
-0.025 0.327 0.258
-0.123 0.096 0.122
-0.019 -0.369 0.207
0.082 -0.121 -0.091
-0.006 -0.013 -0.249
0.069 0.021 0.151
-0.431 0.373 -0.626
-0.048 -0.290 -0.031
-0.491 -0.508 -0.471
-0.230 0.121 0.122
0.384 0.111 0.201
0.029 -0.707 -0.391
0.303 0.500 -0.164
0.038 -0.288 -0.726
0.311 0.059 0.460
-0.440 0.272 0.347
0.222 0.235 0.426
0.060 -0.008 0.013
0.254 0.351 -0.123
0.031 -0.075 0.296
-0.044 0.024 -0.245
-0.224 0.114 0.399
0.003 0.161 -0.142
-0.116 0.095 0.177
-0.162 -0.221 0.186
0.118 0.148 -0.195
-0.504 0.843 0.621
0.102 -0.215 -0.281
0.098 -0.254 -0.290
0.004 -0.408 -0.236
0.151 -0.033 -0.260
-0.297 0.714 0.411
0.037 0.340 -0.363
0.566 -0.258 -0.340
0.108 -0.338 -0.087
-0.336 -0.332 -0.038
0.199 0.073 0.427
-0.033 0.037 0.051
-0.109 -0.383 -0.024
-0.082 -0.178 -0.282
0.038 0.040 -0.098
0.215 0.708 -1.209
-0.271 -0.180 0.459
0.096 -0.200 0.070
-0.117 -0.273 -0.055
-0.168 -0.371 0.467
-0.301 1.141 0.776
0.163 -0.285 -0.223
-0.056 -0.408 -0.173
0.118 -0.409 -0.188
0.120 -0.295 -0.065

(2)
This record from the OMol25 dataset describes a structure of composition C29H62HgN8O4SSi2. The level of theory is ωB97M-V/def2-TZVPD.

Summary:
Total energy in eV: -81960.263
Relative energy (zero: lowest compared OMol25 entry of this formula, charge and spin) in kJ/mol: 83.22
Molar mass in g/mol: 875.7
Largest force on an atom in hartree/bohr: 0.030
HOMO-LUMO gap (alpha / beta) in eV: 5.64 / 7.39
2S+1: 2
Total charge: -1

Each line ends with the Mulliken charge.
Cartesian coordinates (Å):
Hg 0.192 0.272 0.548  0.9245
C -3.204 2.231 0.743  -0.2851
C -2.514 3.126 1.545  -0.5240
C -1.429 3.816 1.027  -0.2089
C -1.016 3.591 -0.276  -0.7853
C -1.691 2.681 -1.075  -0.1133
C -2.796 2.016 -0.564  -0.6085
H -4.058 1.697 1.140  0.3580
H -2.823 3.287 2.569  0.3625
H -0.893 4.516 1.649  0.3388
H -0.162 4.123 -0.670  0.2800
H -1.361 2.471 -2.081  0.7923
H -3.332 1.322 -1.194  0.3488
N 3.323 -1.015 -0.673  -0.4530
N 3.628 -2.382 -0.593  -0.2124
C 2.734 -3.381 -0.767  0.2930
N 3.244 -4.617 -1.076  -0.5268
S 1.102 -3.188 -0.646  -0.0137
H 2.532 -0.837 -1.302  -0.1667
H 3.027 -0.666 0.240  0.1726
H 4.601 -2.563 -0.810  0.2457
H 4.159 -4.872 -0.737  0.1875
H 2.547 -5.343 -1.028  0.2358
N 1.695 1.784 5.584  -0.6456
N 2.100 1.843 4.275  1.2297
N 3.160 1.198 3.833  -0.8828
C 3.166 1.547 2.553  -0.1933
N 2.157 2.363 2.251  -0.0562
N 1.489 2.552 3.351  -0.6150
H 1.971 0.886 5.970  0.3348
H 0.689 1.915 5.623  0.3182
H 3.905 1.219 1.851  0.5393
C 3.270 3.146 -4.802  -2.1186
C 2.607 2.116 -3.868  1.9223
C 2.455 2.716 -2.466  -1.5644
C 3.484 0.860 -3.818  -0.9712
O 1.347 1.816 -4.395  -0.0829
Si 0.335 0.628 -3.789  -1.1728
O 0.557 0.190 -2.319  0.6340
O -1.182 1.269 -4.028  -0.0627
C -1.672 1.989 -5.121  1.8730
C -3.196 1.776 -5.162  -1.8180
C -1.359 3.481 -4.930  -1.4823
C -1.056 1.523 -6.442  -1.4609
O 0.515 -0.559 -4.953  -0.3687
C 0.334 -1.930 -4.758  2.0312
C -0.917 -2.221 -3.924  -1.2866
C 1.575 -2.501 -4.059  -0.9532
C 0.179 -2.580 -6.144  -2.1243
H 4.262 3.405 -4.431  0.3935
H 2.669 4.051 -4.862  0.3726
H 3.361 2.728 -5.803  0.4089
H 3.424 2.934 -2.019  0.4745
H 1.909 2.011 -1.844  0.1693
H 1.870 3.631 -2.538  0.3283
H 4.476 1.081 -3.429  0.5058
H 3.565 0.439 -4.818  0.2902
H 3.002 0.131 -3.179  -0.2198
H -3.632 2.044 -4.203  0.2687
H -3.412 0.728 -5.356  0.3713
H -3.650 2.383 -5.945  0.3881
H -1.864 3.871 -4.050  0.3347
H -1.666 4.054 -5.803  0.5075
H -0.287 3.578 -4.787  0.0127
H -1.182 0.449 -6.538  0.1371
H 0.007 1.733 -6.417  0.1649
H -1.519 2.024 -7.292  0.5482
H -0.802 -1.780 -2.939  -0.0071
H -1.078 -3.294 -3.828  0.5378
H -1.784 -1.760 -4.392  0.2922
H 1.639 -2.029 -3.085  -0.4106
H 2.462 -2.242 -4.635  0.3674
H 1.512 -3.583 -3.946  0.5232
H -0.724 -2.213 -6.627  0.4217
H 0.117 -3.663 -6.052  0.3996
H 1.032 -2.329 -6.768  0.3886
C -2.468 -0.803 3.311  -1.2756
Si -1.403 -1.976 2.203  -0.6037
C -0.191 -2.876 3.470  2.8344
C 0.520 -1.804 4.297  -2.3525
C -0.918 -3.827 4.421  -2.0168
C 0.864 -3.681 2.720  -1.8222
C -2.686 -3.114 1.248  2.3658
C -3.323 -2.236 0.171  -1.9466
C -2.020 -4.289 0.535  -1.6432
C -3.792 -3.657 2.159  -1.8648
H -2.823 -1.296 4.213  0.4100
H -3.330 -0.438 2.765  0.3442
H -1.894 0.068 3.608  0.2023
H -0.190 -1.295 4.944  0.3870
H 0.985 -1.069 3.642  0.3546
H 1.296 -2.251 4.922  0.5020
H -1.729 -3.328 4.946  0.3455
H -0.222 -4.218 5.166  0.5116
H -1.331 -4.667 3.869  0.3704
H 1.445 -3.038 2.067  0.1586
H 0.397 -4.442 2.102  0.3502
H 1.544 -4.169 3.420  0.5339
H -2.562 -1.870 -0.513  0.2983
H -3.826 -1.378 0.607  0.3113
H -4.053 -2.807 -0.402  0.5203
H -1.214 -3.939 -0.099  0.1363
H -2.749 -4.804 -0.092  0.5027
H -1.615 -5.012 1.241  0.2836
H -4.304 -2.851 2.676  0.3514
H -3.391 -4.339 2.905  0.3158
H -4.532 -4.201 1.569  0.5013

Forces on the atoms, in the same order (eV/Å):
-0.267 -0.439 -0.028
-0.113 -0.081 0.041
0.002 0.054 0.032
0.035 0.001 0.078
0.009 0.056 -0.044
-0.025 0.074 0.007
-0.012 -0.069 -0.110
-0.030 -0.032 0.010
-0.011 0.012 0.063
0.106 0.082 0.097
0.099 -0.018 -0.013
0.020 -0.052 -0.060
-0.019 -0.132 -0.048
-0.168 0.313 0.335
0.461 -0.067 -0.225
-0.408 0.029 0.111
0.368 0.010 0.058
-0.124 0.229 -0.151
-0.024 -0.205 -0.019
-0.042 -0.307 -0.173
-0.289 -0.048 -0.102
0.060 0.058 -0.037
0.072 0.040 0.053
-0.102 0.276 0.736
0.462 -0.287 -1.451
-0.071 -0.150 0.503
-0.110 0.089 0.295
0.118 0.372 -0.330
-0.386 -0.009 0.757
-0.126 0.037 -0.241
0.132 -0.135 -0.156
0.127 -0.103 -0.131
-0.247 -0.302 0.208
0.964 0.422 0.181
-0.054 -0.181 -0.247
-0.257 0.208 -0.105
-0.407 0.029 -0.156
-0.061 0.050 -0.366
0.290 -0.258 0.698
-0.021 -0.218 0.344
-0.573 0.564 -0.654
0.426 0.010 0.045
-0.020 -0.327 0.060
-0.107 -0.037 0.251
0.082 0.458 -0.106
0.007 -1.032 -0.081
0.171 0.131 -0.106
-0.230 0.257 -0.217
0.052 0.263 0.354
0.068 0.033 0.006
-0.091 0.088 0.024
0.029 -0.044 -0.120
0.104 0.075 0.039
-0.010 -0.077 0.150
-0.042 0.212 0.041
0.099 0.029 0.048
0.059 -0.068 -0.130
0.016 -0.202 0.138
-0.052 0.059 0.116
-0.044 -0.132 -0.020
-0.042 0.045 -0.050
-0.102 0.046 0.116
-0.051 0.100 -0.091
0.151 0.121 -0.026
-0.023 -0.148 -0.115
0.197 0.006 -0.189
-0.035 0.092 -0.015
0.035 0.011 0.258
-0.035 -0.104 0.020
-0.162 -0.003 -0.127
0.067 -0.040 0.134
0.096 -0.032 -0.115
0.006 -0.069 0.075
-0.126 0.044 -0.091
-0.036 -0.115 0.006
0.139 0.051 -0.092
0.387 -0.393 -0.403
-0.169 0.208 0.385
-0.126 -0.031 -0.210
-0.271 0.077 -0.235
-0.118 0.204 -0.236
-0.112 0.193 -0.030
0.130 -0.058 0.154
0.215 0.104 0.182
0.085 0.209 0.220
0.276 0.209 0.045
-0.093 -0.174 0.194
-0.215 0.072 -0.168
0.195 0.192 0.031
-0.063 0.177 0.151
0.125 0.178 -0.034
0.103 -0.109 0.082
-0.176 0.034 0.137
0.104 -0.075 0.105
-0.110 -0.193 -0.001
0.115 0.035 -0.112
0.068 -0.167 -0.153
0.109 -0.120 0.192
0.076 0.130 -0.199
-0.144 0.222 0.022
-0.139 -0.113 -0.075
0.059 -0.132 -0.121
-0.132 -0.096 -0.098
0.094 -0.127 0.068
-0.156 0.130 0.141
0.006 -0.109 0.135
-0.099 -0.090 -0.118

Q: Which value of total energy does entry 2 give?
A: -81960.263 eV

Q: Which of these has the lowest total energy?
A: C29H62B5F20N7O5

Q: Among the records above, which one has the highest 2S+1?
A: C29H62HgN8O4SSi2

Q: Which of these has the highest largest force on an atom?
A: C29H62B5F20N7O5